# C7H7N3O2

A structure of composition C7H7N3O2 in a non-equilibrium geometry (ωB97M-V/def2-TZVPD, OMol25).

Each line ends with the Mulliken charge.
Atoms and positions in Å:
C 1.54 0.18 -1.03  -0.427
C -0.13 1.33 -0.30  -0.133
H -2.13 -0.45 1.76  0.182
C 0.07 0.21 -1.34  -0.395
H -0.62 2.33 -0.20  0.434
H 2.10 -1.87 0.12  0.387
C -0.28 0.19 0.88  0.302
H 2.33 0.40 -1.61  0.598
O 1.29 0.25 3.38  -0.680
N 1.87 0.72 2.40  1.012
N 1.38 1.34 0.01  -0.556
H -0.65 -1.82 -0.32  0.561
C 1.23 0.47 1.13  -0.231
H -0.86 0.06 2.80  0.227
C 1.35 -1.01 -0.10  -0.459
O 2.93 1.33 2.45  -0.644
H -0.42 0.16 -2.23  0.778
C -0.19 -0.88 -0.27  -0.550
N -1.21 -0.07 1.84  -0.405

- HOMO-LUMO gap (alpha / beta) (eV) = 7.084 / 7.020
- HOMO level (alpha / beta) (eV) = -6.3791 / -9.3437
- multiplicity = 3

# C7H7N3O2S

A cluster of 2 separate species, C7H7N3O2S in total in a non-equilibrium geometry (ωB97M-V/def2-TZVPD, OMol25).

Each line ends with the Mulliken charge.
Atoms and positions in Å:
N -1.66 1.13 0.87  0.946
N -1.06 0.93 -0.22  -0.543
C 2.47 0.26 0.62  -0.802
N -1.91 -1.65 1.14  -0.347
O -2.86 1.67 0.56  -0.461
S -3.01 -0.95 -1.23  -0.374
C 0.27 0.51 -0.34  0.124
H -2.91 1.80 -0.44  0.448
C 2.81 -0.58 -0.45  -0.119
H 3.88 -0.86 -0.72  0.273
C 0.62 -0.38 -1.39  0.043
H 2.29 -1.46 -2.37  0.283
H 3.23 0.72 1.22  0.322
H 0.96 1.53 1.32  0.426
H -2.00 -1.60 2.11  0.294
H -0.23 -0.68 -2.04  0.248
C -2.44 -1.18 0.17  0.503
C 1.85 -0.91 -1.47  -0.610
O -1.50 0.87 2.10  -0.603
C 1.19 0.82 0.57  -0.052

- HOMO-LUMO gap (eV) = 8.825
- SMILES string = [O-]/[N+](O)=N\c1ccccc1.N=C=S
- HOMO level (eV) = -8.9824

The records above give, respectively, energy relative to the best compared isomer or geometry (same formula, charge and spin) values of 143.7; 100.6 kcal/mol.
The records above give, respectively, E_tot values of -585.2553; -983.6879 hartree.